Run 1
Entry from the Open Molecules 2025 dataset: a 8-piece molecular cluster, C15H29Br14Cl3 overall (ωB97M-V/def2-TZVPD).

Positions of all 61 atoms, in Å:
1 Cl 5.153 1.400 2.376
2 C 4.676 0.050 1.331
3 Cl 4.367 -1.466 2.223
4 Cl 5.906 -0.183 0.013
5 H 3.710 0.198 0.849
6 Br -7.473 2.038 -0.149
7 C -6.950 0.463 0.986
8 C -6.332 -0.673 0.125
9 Br -5.452 -1.935 1.340
10 H -7.817 0.115 1.547
11 H -6.242 1.018 1.601
12 H -5.583 -0.240 -0.537
13 H -7.144 -1.294 -0.253
14 Br 0.671 -2.474 -1.591
15 C 2.562 -2.500 -1.078
16 C 3.464 -2.787 -2.329
17 Br 5.390 -3.029 -1.774
18 H 2.786 -3.243 -0.312
19 H 2.744 -1.520 -0.638
20 H 3.517 -2.065 -3.143
21 H 3.311 -3.696 -2.912
22 Br -3.045 1.120 -0.308
23 C -1.535 0.178 0.700
24 C -0.313 1.091 0.874
25 Br 1.261 -0.100 1.533
26 H -1.284 -0.718 0.133
27 H -1.909 -0.060 1.696
28 H -0.540 1.936 1.523
29 H -0.035 1.447 -0.118
30 Br -1.286 1.951 -6.117
31 C -1.800 0.717 -4.695
32 C -1.122 1.110 -3.400
33 Br -1.719 3.041 -3.051
34 H -1.608 -0.293 -5.055
35 H -2.870 0.905 -4.606
36 H -0.035 1.104 -3.483
37 H -1.298 0.485 -2.525
38 Br -2.118 -2.901 2.417
39 C -2.428 -4.743 3.161
40 C -3.649 -5.372 2.536
41 Br -4.329 -7.157 3.278
42 H -2.284 -4.702 4.240
43 H -1.631 -5.395 2.803
44 H -3.593 -5.384 1.448
45 H -4.479 -4.698 2.751
46 Br 4.178 0.657 -4.103
47 C 4.705 2.183 -3.030
48 C 3.424 2.878 -2.463
49 Br 2.372 1.523 -1.512
50 H 5.322 2.825 -3.660
51 H 5.225 1.812 -2.147
52 H 2.770 3.279 -3.238
53 H 3.622 3.674 -1.745
54 Br 2.341 3.715 1.256
55 C 1.674 4.136 3.081
56 C 2.432 3.213 4.091
57 Br 2.061 3.829 5.944
58 H 0.596 3.976 3.049
59 H 1.829 5.214 3.131
60 H 3.515 3.211 3.971
61 H 2.322 2.136 3.966

For the HOMO energy, the calculation gives -9.6 eV. The SMILES is ClC(Cl)Cl.BrCCBr.BrCCBr.BrCCBr.BrCCBr.BrCCBr.BrCCBr.BrCCBr.

Atom charges from the Löwdin analysis, given in e for atoms 1 to 8: number 1, Cl, carries 0.547; number 2, C, carries -1.512; number 3, Cl, carries 0.509; number 4, Cl, carries 0.473; number 5, H, carries -0.130; number 6, Br, carries 0.540; number 7, C, carries -0.645; number 8, C, carries -0.667



Run 2
Entry from the Open Molecules 2025 dataset: a 8-piece molecular cluster, C15H29Br14Cl3 overall (ωB97M-V/def2-TZVPD).

Positions of all 61 atoms, in Å:
1 Cl 6.422 2.279 1.210
2 C 6.676 3.660 2.167
3 Cl 8.208 3.482 3.155
4 Cl 5.322 3.877 3.297
5 H 6.787 4.539 1.532
6 Br 2.331 9.494 -0.687
7 C 0.649 9.404 0.409
8 C 0.124 10.813 0.615
9 Br -1.692 10.473 1.430
10 H 0.793 8.895 1.362
11 H 0.092 8.657 -0.156
12 H 0.012 11.371 -0.314
13 H 0.615 11.461 1.341
14 Br 6.098 -0.138 -6.744
15 C 6.036 1.701 -6.005
16 C 6.312 2.683 -7.120
17 Br 6.308 4.595 -6.365
18 H 6.797 1.753 -5.226
19 H 5.119 1.862 -5.437
20 H 5.568 2.586 -7.910
21 H 7.305 2.538 -7.545
22 Br 4.125 -2.963 4.668
23 C 5.194 -4.567 3.981
24 C 4.414 -5.418 2.977
25 Br 4.231 -4.464 1.182
26 H 5.462 -5.122 4.881
27 H 6.042 -4.099 3.482
28 H 3.450 -5.638 3.436
29 H 4.767 -6.429 2.774
30 Br -5.552 1.453 -8.222
31 C -3.610 1.771 -8.607
32 C -3.061 2.831 -7.653
33 Br -1.141 2.998 -7.941
34 H -3.510 2.092 -9.644
35 H -3.133 0.796 -8.498
36 H -3.171 2.362 -6.675
37 H -3.559 3.790 -7.793
38 Br -4.802 -9.582 5.196
39 C -5.579 -9.211 3.380
40 C -7.106 -9.369 3.409
41 Br -7.841 -7.642 4.079
42 H -5.143 -9.902 2.658
43 H -5.196 -8.255 3.023
44 H -7.549 -10.238 3.895
45 H -7.515 -9.494 2.406
46 Br -7.180 -1.181 5.629
47 C -5.331 -2.046 5.502
48 C -5.003 -2.686 6.883
49 Br -3.191 -3.549 6.794
50 H -4.491 -1.447 5.149
51 H -5.471 -2.858 4.788
52 H -5.721 -3.436 7.216
53 H -4.927 -1.956 7.688
54 Br 0.269 1.700 -1.271
55 C -0.179 0.193 0.005
56 C -1.017 -0.782 -0.735
57 Br -1.526 -2.306 0.369
58 H -0.621 0.551 0.936
59 H 0.738 -0.317 0.300
60 H -0.506 -1.246 -1.579
61 H -1.943 -0.319 -1.077

For the HOMO energy, the calculation gives -10.2 eV. The SMILES is ClC(Cl)Cl.BrCCBr.BrCCBr.BrCCBr.BrCCBr.BrCCBr.BrCCBr.BrCCBr.

Atom charges from the Löwdin analysis, given in e for atoms 1 to 8: number 1, Cl, carries 0.571; number 2, C, carries -1.547; number 3, Cl, carries 0.456; number 4, Cl, carries 0.501; number 5, H, carries 0.020; number 6, Br, carries 0.548; number 7, C, carries -0.691; number 8, C, carries -0.622



Q: Which of them is the least stable? A: run 2.



Run 1
Entry from the Open Molecules 2025 dataset: an isolated ion of composition C5H15N2 and charge +2 (ωB97M-V/def2-TZVPD).

Positions of all 22 atoms, in Å:
1 N 1.224 -0.389 0.911
2 C 1.339 -0.786 -0.491
3 C 0.857 -2.206 -0.864
4 C 0.571 0.317 -1.287
5 N -0.051 1.172 -0.203
6 C -1.507 0.884 0.048
7 C -1.894 1.324 1.424
8 H 0.585 -0.947 1.501
9 H 2.102 -0.144 1.378
10 H 0.466 0.861 0.557
11 H 2.391 -0.716 -0.711
12 H -0.151 -2.390 -0.502
13 H 1.548 -2.898 -0.373
14 H 0.954 -2.301 -1.925
15 H 1.445 0.845 -1.690
16 H -0.091 0.083 -2.116
17 H -0.001 2.158 -0.485
18 H -2.063 1.183 -0.850
19 H -1.624 -0.198 0.034
20 H -1.807 2.382 1.685
21 H -1.399 0.744 2.215
22 H -2.893 1.023 1.746

Its net charge is +2. As for the spin multiplicity: 2. For the HOMO energy (alpha / beta), the calculation gives -20.6 / -20.6 eV.

Atom charges from the Löwdin analysis, given in e for atoms 1 to 8: number 1, N, carries 0.314; number 2, C, carries -0.286; number 3, C, carries 0.038; number 4, C, carries 0.003; number 5, N, carries 0.066; number 6, C, carries -0.151; number 7, C, carries -0.048; number 8, H, carries 0.197



Run 2
Entry from the Open Molecules 2025 dataset: an isolated ion of composition C5H15N2 and charge +2 (ωB97M-V/def2-TZVPD).

Positions of all 22 atoms, in Å:
1 N -1.234 1.792 1.107
2 C -0.371 1.132 2.120
3 C 1.138 1.079 1.264
4 N 0.720 0.573 -0.131
5 C 1.066 -0.679 -0.890
6 C -0.029 -1.733 -0.813
7 C -0.902 -1.650 -2.087
8 H -0.250 0.318 0.104
9 H -0.737 2.591 0.797
10 H -2.211 1.862 1.438
11 H -0.427 0.036 2.318
12 H -0.234 1.709 3.051
13 H 1.826 0.151 1.648
14 H 1.569 2.037 1.167
15 H 0.586 1.418 -0.766
16 H 1.102 -0.320 -1.993
17 H 2.048 -1.022 -0.709
18 H 0.418 -2.685 -0.527
19 H -0.655 -1.467 0.052
20 H -0.314 -1.948 -3.053
21 H -1.665 -2.496 -1.950
22 H -1.446 -0.698 -2.146

Its net charge is +2. As for the spin multiplicity: 2. For the HOMO energy (alpha / beta), the calculation gives -19.1 / -19.1 eV.

Atom charges from the Löwdin analysis, given in e for atoms 1 to 8: number 1, N, carries 0.338; number 2, C, carries -0.033; number 3, C, carries 0.005; number 4, N, carries -0.002; number 5, C, carries -0.127; number 6, C, carries -0.229; number 7, C, carries -0.087; number 8, H, carries 0.093



Q: Which of them is the least stable? A: run 2.



Run 1
Entry from the Open Molecules 2025 dataset: one molecule with the formula C3H6OS2 (ωB97M-V/def2-TZVPD).

Positions of all 12 atoms, in Å:
1 O -0.885 -0.441 -1.455
2 C -0.645 -0.999 -0.100
3 C 0.008 -0.040 0.863
4 S -0.378 -0.107 2.489
5 C 1.118 0.758 0.304
6 S 0.329 2.264 -0.330
7 H -0.615 -1.203 -1.932
8 H -0.036 -1.826 -0.186
9 H -1.470 -1.428 0.377
10 H 1.661 0.263 -0.490
11 H 1.784 1.035 1.131
12 H -0.872 1.724 -0.670

For the HOMO energy, the calculation gives -8.9 eV. The SMILES is OCC(=S)CS.

Atom charges from the Löwdin analysis, given in e for atoms 1 to 8: number 1, O, carries -0.073; number 2, C, carries -0.253; number 3, C, carries -0.826; number 4, S, carries 0.716; number 5, C, carries -0.578; number 6, S, carries 0.736; number 7, H, carries 0.061; number 8, H, carries 0.101



Run 2
Entry from the Open Molecules 2025 dataset: one molecule with the formula C3H6OS2 (ωB97M-V/def2-TZVPD).

Positions of all 12 atoms, in Å:
1 C 0.789 1.257 -0.922
2 S 0.559 1.328 0.876
3 C 0.020 -0.245 1.344
4 S -0.236 -0.630 2.923
5 C -0.280 -1.157 0.174
6 O -1.391 -0.678 -0.545
7 H 1.010 2.292 -1.179
8 H 1.644 0.617 -1.212
9 H -0.080 0.956 -1.486
10 H -0.417 -2.156 0.574
11 H 0.495 -1.178 -0.576
12 H -2.112 -0.406 0.030

For the HOMO energy, the calculation gives -8.8 eV. The SMILES is CSC(=S)CO.

Atom charges from the Löwdin analysis, given in e for atoms 1 to 8: number 1, C, carries -0.378; number 2, S, carries 0.881; number 3, C, carries -1.136; number 4, S, carries 0.641; number 5, C, carries -0.359; number 6, O, carries -0.078; number 7, H, carries 0.033; number 8, H, carries 0.055



Q: Which of them is the least stable? A: run 1.